*one*
DFT (ωB97M-V/def2-TZVPD) results for C4H7F2N as an isolated structure.

The calculation puts the HOMO energy at -9.41 eV. The spin multiplicity is 1. The calculation puts the molar mass at 107.103 g mol⁻¹. The value obtained for the gap between HOMO and LUMO is 10.373 eV. Its net charge is 0.

Geometry (Å):
C: -0.00046 -0.07618 0.49027
C: 0.53592 -0.23220 1.94776
C: 0.70959 1.11081 -0.20328
C: -1.25221 -0.83254 -1.67409
N: -0.63859 -1.04571 0.05080
F: -0.22592 -0.93367 -2.51338
F: -1.95163 0.23706 -1.96502
H: -0.27001 -0.71997 2.52106
H: 0.77887 0.85209 2.24875
H: 1.55749 -0.58859 1.88811
H: 0.69974 0.88927 -1.23916
H: 1.66252 1.04707 0.17771
H: 0.27012 2.07209 0.15894
H: -1.87542 -1.77951 -1.88847

Atom charges from the Löwdin analysis, given in e for atoms 1 to 8: number 1, C, carries -0.46; number 2, C, carries -0.05; number 3, C, carries -0.02; number 4, C, carries -0.36; number 5, N, carries 0.16; number 6, F, carries 0.05; number 7, F, carries 0.09; number 8, H, carries 0.08


*two*
DFT (ωB97M-V/def2-TZVPD) results for a 2-piece molecular cluster, C4H7F2N overall.

The calculation puts the HOMO energy (spin up / spin down) at -9.39 / -9.55 eV. The spin multiplicity is 1. The calculation puts the molar mass at 107.103 g mol⁻¹. The value obtained for the gap between HOMO and LUMO (spin up / spin down) is 8.662 / 9.266 eV. Its net charge is 0.

Geometry (Å):
C: 1.51434 -1.42917 -2.14722
C: 1.31979 -1.10553 -0.90003
C: -0.94355 1.42062 -0.09009
C: -0.97787 0.00929 1.83263
N: -1.14388 0.10709 0.42120
F: 2.79519 -1.47589 -2.68201
F: 2.02515 -1.14805 0.21578
H: 0.75182 -1.39355 -2.91638
H: -1.85969 2.01370 0.21477
H: 0.02531 1.88080 0.37260
H: -0.92230 1.27490 -1.21859
H: -1.64245 0.50880 2.58522
H: -0.99487 -1.06547 2.13638
H: 0.05302 0.40244 2.17573

Atom charges from the Löwdin analysis, given in e for atoms 1 to 8: number 1, C, carries -0.13; number 2, C, carries -0.03; number 3, C, carries -0.20; number 4, C, carries -0.21; number 5, N, carries -0.11; number 6, F, carries -0.03; number 7, F, carries 0.07; number 8, H, carries 0.11


Ordering by calculated energy gives the sequence *one*, *two*, with the first entry being the most stable.


*one*
DFT (ωB97M-V/def2-TZVPD) results for a 7-piece molecular cluster, C5H27N2O6 overall.

The calculation puts the HOMO energy at -12.51 eV. The spin multiplicity is 1. The calculation puts the molar mass at 211.279 g mol⁻¹. The value obtained for the gap between HOMO and LUMO is 9.848 eV. Its net charge is +1.

Geometry (Å):
N: 0.75471 0.63299 -0.23486
C: 1.81493 -0.38609 -0.00706
C: 3.11297 0.41659 0.06632
C: 1.57180 -1.30995 1.23024
N: 0.26013 -1.88578 1.10451
C: -0.57917 -1.74632 2.34652
C: -2.08758 -1.68493 2.01206
H: 0.02805 0.03987 -0.66861
H: 0.39646 0.98616 0.65151
H: 0.82971 1.41956 -0.90352
H: 1.97459 -1.14125 -0.81136
H: 3.43540 0.74300 -0.92473
H: 4.02644 -0.16136 0.26203
H: 3.05736 1.24266 0.79670
H: 2.50858 -1.83920 1.34963
H: 1.65363 -0.69476 2.14339
H: 0.15320 -2.83775 0.76707
H: -0.34538 -2.58162 2.99837
H: -0.35713 -0.69980 2.57610
H: -2.54696 -2.65119 2.19451
H: -2.17326 -1.51180 0.95225
H: -2.56596 -0.89413 2.59710
H: -0.46640 2.36122 -2.01968
H: 0.60643 2.59186 -3.28989
O: 0.40776 2.22091 -2.41182
H: -1.91772 1.61548 -0.23813
H: -1.75372 3.12753 0.33160
O: -1.49660 2.48269 -0.32286
H: -2.55594 -0.57569 -1.22803
H: -2.84452 0.28039 -2.37625
O: -2.28184 0.29306 -1.59767
H: 1.26195 0.59841 -2.74298
H: 1.93399 0.02944 -3.96692
O: 2.09363 0.18858 -3.03827
H: -1.88858 -2.90157 -1.12461
H: -3.04352 -2.92358 -2.06244
O: -2.72883 -2.45303 -1.27818
H: -0.09475 2.85727 2.98456
H: -0.44813 3.58677 1.71764
O: 0.29428 3.16539 2.16575

Atom charges from the Löwdin analysis, given in e for atoms 1 to 8: number 1, N, carries 0.20; number 2, C, carries -0.34; number 3, C, carries -0.05; number 4, C, carries -0.20; number 5, N, carries -0.08; number 6, C, carries -0.22; number 7, C, carries -0.07; number 8, H, carries 0.13


*two*
DFT (ωB97M-V/def2-TZVPD) results for a 7-piece molecular cluster, C5H27N2O6 overall.

The calculation puts the HOMO energy at -12.21 eV. The spin multiplicity is 1. The calculation puts the molar mass at 211.279 g mol⁻¹. The value obtained for the gap between HOMO and LUMO is 9.633 eV. Its net charge is +1.

Geometry (Å):
C: -0.40860 -1.43805 -2.09267
C: -0.30269 -2.67086 -1.19916
C: 0.25875 -2.39386 0.20097
C: -0.45836 -1.24249 0.94147
N: -1.87734 -1.41159 1.28550
C: -2.76011 -0.48145 0.54647
N: 0.68503 -0.40727 -1.83905
H: -1.33673 -0.87838 -1.99322
H: -0.36048 -1.67310 -3.15123
H: -1.30945 -3.03420 -1.00150
H: 0.28814 -3.41816 -1.72164
H: 1.31375 -2.13536 0.22201
H: 0.12440 -3.28759 0.80803
H: -0.09828 -0.24238 0.71042
H: 0.03950 -1.31250 1.92034
H: -2.15195 -2.38167 1.24596
H: -3.26556 0.09933 1.29930
H: -3.64935 -0.99222 0.16588
H: -2.28904 0.15371 -0.19181
H: 1.57673 -0.89770 -1.69923
H: 0.45553 0.17582 -1.04752
H: 0.80084 0.04826 -2.73781
H: -1.03855 3.30794 0.48246
H: -0.33864 2.08641 1.02172
O: -0.58833 2.50879 0.18027
H: -1.67471 -0.21231 2.92158
H: -0.28832 0.32965 2.99395
O: -1.15071 0.46317 3.39870
H: 2.82265 2.65829 -0.08410
H: 1.29483 2.37752 -0.14096
O: 2.15763 1.97735 -0.21637
H: 1.70347 2.57467 3.26158
H: 0.19710 2.15327 3.35599
O: 0.92731 2.33652 2.75212
H: 0.21934 2.38349 -1.66546
H: -0.67285 2.56003 -2.94866
O: 0.14336 2.19494 -2.60580
H: 4.28896 -0.31366 -1.47329
H: 3.34854 0.64444 -0.71748
O: 3.37421 -0.20884 -1.18777

Atom charges from the Löwdin analysis, given in e for atoms 1 to 8: number 1, C, carries -0.12; number 2, C, carries -0.16; number 3, C, carries -0.17; number 4, C, carries -0.25; number 5, N, carries -0.10; number 6, C, carries -0.10; number 7, N, carries 0.18; number 8, H, carries 0.12


Ordering by calculated energy gives the sequence *two*, *one*, with the first entry being the most stable.


*one*
DFT (ωB97M-V/def2-TZVPD) results for a 2-piece molecular cluster, C3H6N4O overall.

The calculation puts the HOMO energy at -6.91 eV. The spin multiplicity is 1. The calculation puts the molar mass at 114.108 g mol⁻¹. The value obtained for the gap between HOMO and LUMO is 7.267 eV. Its net charge is 0.

Geometry (Å):
C: 0.92368 -0.41018 1.65143
C: -0.07386 0.55119 1.61030
C: -0.56407 0.42875 0.21607
H: -0.02350 -0.51039 -2.47063
H: -1.02778 -1.59380 -1.27066
H: 1.92039 -1.75025 0.42226
H: 1.84809 -0.33335 2.58166
H: -0.20502 1.25829 2.48933
H: -1.41418 2.37386 -1.86680
N: -0.12863 -1.02061 -1.52052
N: 0.30697 -0.35939 -0.38866
N: 1.22659 -0.86600 0.54933
N: -1.36662 1.28726 -0.32793
O: -1.42205 0.94462 -1.67515

Atom charges from the Löwdin analysis, given in e for atoms 1 to 8: number 1, C, carries -0.26; number 2, C, carries -0.02; number 3, C, carries -0.41; number 4, H, carries 0.14; number 5, H, carries 0.15; number 6, H, carries 0.24; number 7, H, carries 0.20; number 8, H, carries 0.11


*two*
DFT (ωB97M-V/def2-TZVPD) results for an isolated molecule of C3H6N4O.

The structure (SMILES) is Cc1n/c(=N\N)o[nH]1. The calculation puts the HOMO energy at -7.86 eV. The spin multiplicity is 1. The calculation puts the molar mass at 114.108 g mol⁻¹. The value obtained for the gap between HOMO and LUMO is 8.482 eV. Its net charge is 0.

Geometry (Å):
C: -2.20121 -0.78310 -0.04282
C: -0.94641 0.00471 -0.07344
N: 0.25557 -0.45990 -0.02272
C: 1.10432 0.64125 -0.04527
N: 2.35981 0.66577 -0.05497
N: 2.93807 -0.59264 -0.20132
O: 0.32673 1.80809 0.03366
N: -0.97117 1.40034 -0.26777
H: -2.83943 -0.48029 0.81659
H: -2.76943 -0.50842 -0.94667
H: -1.96583 -1.82208 -0.02831
H: 3.91894 -0.50031 0.17086
H: 2.39622 -1.31366 0.31911
H: -1.60616 1.94024 0.34307

Atom charges from the Löwdin analysis, given in e for atoms 1 to 8: number 1, C, carries 0.00; number 2, C, carries -0.37; number 3, N, carries 0.18; number 4, C, carries -0.43; number 5, N, carries 0.01; number 6, N, carries -0.04; number 7, O, carries -0.01; number 8, N, carries 0.07


Ordering by calculated energy gives the sequence *two*, *one*, with the first entry being the most stable.